(1)
Here is a 2-piece molecular cluster, C6H14 overall from OMol25. Energies are from ωB97M-V with the def2-TZVPD basis set.

```
20
C6H14 (ωB97M-V with the def2-TZVPD basis set)
C 0.5720 -1.1604 -1.5403
C -0.0674 -0.4328 -0.6244
C -1.3268 0.3248 -0.9627
C 0.4264 -0.3820 0.8109
C 0.7071 1.0429 1.3030
C -0.5613 -1.0925 1.7446
H 1.4757 -1.7156 -1.2971
H 0.2132 -1.2353 -2.5649
H -2.1865 -0.0616 -0.4010
H -1.5582 0.2456 -2.0290
H -1.2352 1.3897 -0.7169
H 1.3743 -0.9361 0.8417
H -0.2117 1.6385 1.3635
H 1.4088 1.5671 0.6442
H 1.1435 1.0152 2.3083
H -0.7712 -2.1070 1.3889
H -0.1580 -1.1593 2.7611
H -1.5126 -0.5497 1.8009
H 1.1207 2.0541 -2.6910
H 1.1472 1.5543 -2.1400
```

Frontier orbital gap in eV: 10.457
Total charge: 0
HOMO energy in eV: -9.31
LUMO level in eV: 1.15

(2)
Here is C2H3ClO2 in the gas phase in a non-equilibrium geometry from OMol25. Energies are from ωB97M-V with the def2-TZVPD basis set.

```
8
C2H3ClO2 (ωB97M-V with the def2-TZVPD basis set)
C -1.0631 -0.4685 -0.4092
C -0.1071 -0.0443 0.8163
Cl -0.8996 0.8505 2.0704
O 1.2592 -0.0445 0.6042
O 1.6871 0.9208 -0.4451
H -2.1636 -0.5345 -0.2515
H -0.5586 -0.9598 -1.1800
H 1.8457 0.2802 -1.2051
```

Frontier orbital gap (alpha / beta) in eV: 8.392 / 8.486
Total charge: 0
HOMO energy (alpha / beta) in eV: -9.01 / -9.15
LUMO level (alpha / beta) in eV: -0.62 / -0.66

(3)
Here is a 8-piece molecular cluster, C36H96N8O10 overall in a non-equilibrium geometry from OMol25. Energies are from ωB97M-V with the def2-TZVPD basis set.

```
150
C36H96N8O10 (ωB97M-V with the def2-TZVPD basis set)
C -10.4190 -7.7433 5.0677
O -11.6797 -7.1098 5.0200
C -12.4596 -7.4375 3.8826
C -13.7451 -6.6280 3.8987
C -14.5592 -6.9661 5.1423
N -14.5323 -6.9527 2.7044
H -10.5211 -8.8023 5.3200
H -9.9013 -7.2590 5.8981
H -9.8004 -7.5865 4.1802
H -11.9369 -7.2360 2.9416
H -12.7023 -8.5007 3.9674
H -13.4795 -5.5645 3.8599
H -14.8594 -8.0084 5.2558
H -15.5433 -6.4766 5.1486
H -14.0964 -6.5845 6.0538
H -15.3204 -6.3094 2.6933
H -14.0351 -6.6908 1.8554
C -10.2864 -2.4202 1.5068
O -9.8396 -1.2297 0.8929
C -8.4310 -1.1292 0.8870
C -7.8699 0.0728 0.1641
C -8.1329 0.0415 -1.3465
N -6.4397 0.2158 0.3340
H -9.8076 -3.3199 1.1098
H -11.3364 -2.4898 1.2247
H -10.1830 -2.3778 2.5932
H -8.1609 -1.0332 1.9528
H -7.9797 -2.0688 0.5412
H -8.3792 0.9565 0.5797
H -9.2044 -0.1031 -1.5059
H -7.5566 -0.6906 -1.9103
H -7.9089 1.0175 -1.7858
H -6.0199 0.7199 -0.4308
H -6.1243 0.6708 1.1814
C -13.0356 -2.0848 11.6419
O -12.8101 -3.4747 11.6109
C -12.7634 -4.0976 10.3686
C -12.8394 -5.5996 10.5640
C -11.5203 -6.1729 11.0854
N -13.1423 -6.2534 9.2848
H -12.2746 -1.5175 11.0987
H -13.0789 -1.8036 12.6907
H -14.0257 -1.9086 11.1962
H -13.5802 -3.7491 9.7103
H -11.8423 -3.8164 9.8326
H -13.6477 -5.8471 11.2615
H -10.7200 -5.7907 10.4455
H -11.5549 -7.2532 10.9408
H -11.2617 -5.8913 12.1029
H -13.3589 -7.2387 9.4055
H -14.0198 -5.9143 8.8929
C -7.0588 -3.5349 12.3255
O -7.4754 -4.2098 11.1594
C -6.5431 -4.0868 10.1074
C -7.2320 -4.3821 8.7714
C -8.0826 -5.6273 8.7916
N -6.1567 -4.4757 7.7887
H -7.8202 -3.4982 13.0981
H -6.6805 -2.5275 12.1266
H -6.1972 -4.0785 12.7345
H -6.1595 -3.0576 10.0851
H -5.7013 -4.7771 10.2323
H -7.8530 -3.5292 8.4665
H -7.5915 -6.5408 9.1216
H -8.5553 -5.7646 7.8111
H -8.9722 -5.4661 9.4072
H -5.6358 -3.6038 7.7565
H -6.4874 -4.6100 6.8372
C -9.2418 -1.9162 10.5330
O -10.0424 -0.7665 10.6146
C -10.5640 -0.3662 9.3604
C -9.5813 -0.1525 8.1898
C -8.4517 0.8013 8.5377
N -10.3844 0.3474 7.0636
H -9.1053 -2.2722 11.5562
H -8.2423 -1.7126 10.1373
H -9.6643 -2.7589 9.9698
H -11.2776 -1.1372 9.0348
H -11.1246 0.5573 9.5048
H -9.1288 -1.1195 7.9284
H -7.8625 0.3949 9.3609
H -8.8088 1.8051 8.7720
H -7.7710 0.9271 7.6898
H -11.0773 -0.3843 6.8970
H -9.7817 0.2570 6.2474
C -13.4205 -1.1120 5.9130
O -12.2488 -1.8349 6.1903
C -12.3895 -3.2132 6.4318
C -11.0424 -3.7339 6.8976
C -9.9762 -3.6372 5.8037
N -11.0805 -5.1852 7.1862
H -13.1948 -0.0447 5.9292
H -14.0959 -1.2099 6.7767
H -13.9259 -1.3872 4.9853
H -13.1172 -3.3341 7.2541
H -12.8138 -3.8220 5.6213
H -10.7059 -3.2531 7.8188
H -9.0288 -4.0684 6.1275
H -9.6674 -2.5904 5.6447
H -10.2734 -3.9894 4.8150
H -11.8464 -5.4045 7.8418
H -11.4296 -5.6618 6.3482
C -20.3056 -2.5084 4.8274
O -19.3445 -1.4739 4.7747
C -18.4483 -1.4592 5.8833
C -17.5853 -0.2066 5.7199
N -18.2877 1.0590 5.6908
C -17.3755 2.1499 6.0382
C -18.1099 3.4632 6.0272
O -17.2479 4.5269 6.4031
C -17.8448 5.6797 6.9436
H -20.6756 -2.7201 3.8279
H -21.1044 -2.2755 5.5382
H -19.7826 -3.4031 5.1966
H -17.8694 -2.3853 5.8944
H -19.0434 -1.3762 6.7981
H -16.9862 -0.3771 4.8162
H -16.8918 -0.3089 6.5596
H -18.7079 1.1542 4.7750
H -16.4698 2.2258 5.4253
H -17.0760 1.9162 7.0623
H -18.9944 3.4882 6.6729
H -18.4369 3.7242 5.0074
H -18.4039 5.5401 7.8711
H -18.4617 6.2235 6.2203
H -16.9758 6.3107 7.1324
C -8.9335 0.8120 4.0466
O -8.1160 -0.1555 4.6877
C -6.7493 0.2500 4.7425
C -5.9401 -0.7231 5.5628
N -5.4881 -1.9045 4.8048
C -6.6037 -2.5931 4.1277
C -6.2438 -4.0178 3.7583
O -6.4069 -4.8355 4.8946
C -6.2264 -6.2287 4.7643
H -8.3824 1.0089 3.1197
H -9.1792 1.7513 4.5460
H -9.8757 0.3604 3.7379
H -6.7701 1.2133 5.2656
H -6.3573 0.3185 3.7204
H -6.4979 -1.0637 6.4473
H -5.0503 -0.2193 5.9475
H -5.1085 -2.5936 5.4470
H -6.8320 -2.0389 3.2192
H -7.4807 -2.6680 4.7773
H -5.2058 -4.0621 3.4044
H -6.8990 -4.3623 2.9500
H -6.6314 -6.6160 3.8234
H -6.8214 -6.6755 5.5638
H -5.1652 -6.4530 4.9066
```

Frontier orbital gap in eV: 9.085
Total charge: 0
HOMO energy in eV: -8.82
LUMO level in eV: 0.26

(4)
Here is C3H3NS2 in the gas phase in a non-equilibrium geometry from OMol25. Energies are from ωB97M-V with the def2-TZVPD basis set.

```
9
C3H3NS2 (ωB97M-V with the def2-TZVPD basis set)
C -2.1577 -1.6976 -0.7427
C -1.7340 -0.6416 -0.5138
S -0.8758 1.0372 0.1865
C 0.7593 0.4202 0.1043
N 1.6280 1.3161 0.4834
S 1.2453 -1.1572 -0.1155
H -2.5077 -2.6707 -1.2134
H 2.5096 1.2105 0.9346
H 1.1330 2.1832 0.8766
```

Frontier orbital gap in eV: 8.224
Total charge: 0
HOMO energy in eV: -8.36
LUMO level in eV: -0.14

(5)
Here is C24H28N4O4 in the gas phase from OMol25. Energies are from ωB97M-V with the def2-TZVPD basis set.

```
60
C24H28N4O4 (ωB97M-V with the def2-TZVPD basis set)
C -6.6449 4.1080 -0.4358
C -7.5564 2.9107 -0.6890
O -7.3292 1.8520 0.2207
C -6.2446 1.0491 0.0741
C -5.3417 1.0857 -0.9846
C -4.2825 0.1967 -1.0276
C -4.1161 -0.7422 -0.0227
N -3.0249 -1.6520 -0.0717
C -2.6772 -2.3621 -1.2109
O -3.2293 -2.2763 -2.2739
C -1.5172 -3.2663 -0.8506
C -1.0618 -2.8033 0.5306
N 0.2073 -2.0901 0.4800
C 0.8344 -1.9329 1.7824
C 2.2767 -1.4712 1.5969
C 2.3150 -0.1465 0.8336
N 3.6721 0.2884 0.5900
C 4.2060 1.3592 1.2330
O 3.5875 2.0675 1.9997
N 5.5419 1.6102 0.9823
C 6.4132 1.0757 0.0355
C 7.7680 0.9786 0.3546
C 8.6696 0.4686 -0.5586
C 8.2390 0.0487 -1.8066
C 6.9010 0.1680 -2.1400
C 5.9911 0.6836 -1.2346
C 1.5566 -0.3155 -0.4833
C 0.1400 -0.8054 -0.2007
C -2.1983 -1.8986 1.0100
O -2.3203 -1.4159 2.1049
C -5.0139 -0.7903 1.0375
C -6.0626 0.1003 1.0842
H -6.8952 4.9110 -1.1236
H -6.7772 4.4613 0.5836
H -5.6005 3.8383 -0.5715
H -8.5979 3.1952 -0.5151
H -7.4644 2.5591 -1.7239
H -5.4457 1.7984 -1.7869
H -3.5895 0.2324 -1.8531
H -0.7251 -3.2028 -1.5952
H -1.8783 -4.2957 -0.8378
H -0.9361 -3.6374 1.2263
H 0.8252 -2.9007 2.2894
H 0.2909 -1.2097 2.4095
H 2.7521 -1.3551 2.5715
H 2.8218 -2.2285 1.0285
H 1.8486 0.6415 1.4342
H 4.2914 -0.3675 0.1410
H 5.9436 2.2678 1.6361
H 8.1058 1.3079 1.3267
H 9.7141 0.3973 -0.2942
H 8.9433 -0.3542 -2.5180
H 6.5599 -0.1309 -3.1203
H 4.9606 0.8175 -1.5263
H 1.5195 0.6328 -1.0203
H 2.0717 -1.0510 -1.1047
H -0.3985 -0.9234 -1.1435
H -0.3872 -0.0499 0.4065
H -4.8828 -1.5161 1.8237
H -6.7691 0.0800 1.8983
```

Frontier orbital gap in eV: 9.089
Total charge: 0
HOMO energy in eV: -8.42
LUMO level in eV: 0.67

(6)
Here is a 2-piece molecular cluster, C10H15BrSi overall in a non-equilibrium geometry from OMol25. Energies are from ωB97M-V with the def2-TZVPD basis set.

```
27
C10H15BrSi (ωB97M-V with the def2-TZVPD basis set)
C -2.6140 -1.9142 2.6176
C -3.0197 -0.6810 2.0599
C -1.3854 -2.3939 2.1948
C -2.2266 0.1223 1.2209
C -0.6145 -1.5973 1.2967
C -0.9215 -0.3245 0.7788
C 2.8441 -0.2424 -0.5278
C 1.9182 0.6541 -2.6488
C 0.0196 2.5020 -0.2211
C 1.5476 -0.2343 -1.4356
Si 0.1411 0.6171 -0.4343
Br -2.0238 0.4721 -3.2734
H -3.3239 -2.2215 3.2976
H -4.0101 -0.2363 2.4953
H -1.0203 -3.2326 2.5435
H -2.5996 1.0773 0.8669
H 0.4524 -2.0017 1.0330
H 3.3813 0.7941 -0.5960
H 2.4849 -0.3781 0.5472
H 3.6463 -1.0939 -0.7867
H 1.1276 1.4200 -2.9975
H 2.1256 -0.0745 -3.4683
H 2.7941 1.2479 -2.3444
H -0.7368 2.8162 0.5258
H 1.0612 2.9965 0.0165
H -0.3726 3.1242 -1.1526
H 1.3247 -1.2176 -1.6080
```

Frontier orbital gap (alpha / beta) in eV: 6.516 / 6.516
Total charge: 0
HOMO energy (alpha / beta) in eV: -7.86 / -7.86
LUMO level (alpha / beta) in eV: -1.34 / -1.34

Energy above the lowest of the compared OMol25 structures with the same formula, charge and spin (computed, kJ/mol): 147.64, 549.34, 18.62, 279.28, 133.37, 275.57
Calculated total energy (computed, eV): -6447.8787, -18734.3571, -71278.4843, -26316.3929, -39494.8418, -88530.8870